[1]
The following is a DFT calculation (ωB97M-V with the def2-TZVPD basis set) of a structure of composition C11H17BCdN6O3S in a non-equilibrium geometry.

```
40
C11H17BCdN6O3S | the OMol25 dataset | ωB97M-V with the def2-TZVPD basis set
H 1.36481 -2.99017 -0.13355
N 1.47822 -1.07036 -1.01952
B 1.53821 0.97038 -2.48686
N 1.62018 -0.56883 -2.26222
C 1.64740 -1.61004 -3.11661
Cd 0.12636 1.44944 0.99680
H 1.66229 -1.43895 -4.18005
C 1.62404 -2.79005 -2.37453
H 1.66782 -3.78939 -2.76338
C 1.47335 -2.41095 -1.03880
H 2.00822 1.25775 -3.54869
C -0.87092 3.00727 2.11992
H -0.78280 2.79024 3.19292
H -1.92690 2.96663 1.82756
H -0.45171 3.99314 1.88238
N 2.20668 1.79217 -1.32753
N 0.01249 1.26536 -2.43539
N 1.76343 1.83068 0.01649
N -0.65036 1.02055 -1.25407
C 3.25319 2.62764 -1.46329
C -0.87412 1.57117 -3.40531
H 3.72778 2.74142 -2.42419
H -0.54785 1.79873 -4.40761
C 3.53743 3.21197 -0.23054
C -2.15056 1.54285 -2.83969
C 2.62759 2.66443 0.67401
C -1.96073 1.17808 -1.49507
H 4.29518 3.93686 -0.01716
H -3.08715 1.74135 -3.31655
H 2.51385 2.85341 1.73221
H -2.69670 1.03413 -0.72016
H 1.32720 -0.48642 -0.19977
C -1.66637 -1.77605 3.09272
S -1.14421 -1.18749 1.48613
O -1.26472 -2.29019 0.54520
O -1.96858 0.01161 1.21656
O 0.29768 -0.76718 1.68878
H -2.74624 -1.95447 3.05580
H -1.43320 -0.99672 3.82428
H -1.12993 -2.70244 3.32011
```

## Properties
LUMO energy = 0.5 eV
Charge = 0
Calculated total energy = -1574.43852 Eh

[2]
The following is a DFT calculation (ωB97M-V with the def2-TZVPD basis set) of the ion C5H11NO2 with charge -1 in a non-equilibrium geometry.

```
19
C5H11NO2 | the OMol25 dataset | ωB97M-V with the def2-TZVPD basis set
C 0.40275 -0.38114 -1.90275
C 0.04202 0.01436 -0.48134
C -1.48860 0.53005 -0.21592
C -1.45306 1.79847 0.60871
O -2.41845 2.51102 0.74079
N 0.22768 -1.08400 0.49924
C 1.54950 -1.14274 0.98975
O 2.46396 -1.64728 0.01211
H -0.01504 -1.36280 -2.18635
H 0.14303 0.35513 -2.59466
H 1.52496 -0.37696 -2.05096
H 0.72375 0.86998 -0.17689
H -2.15736 -0.19921 0.35107
H -1.93982 0.61520 -1.16938
H -0.52760 2.12448 1.04317
H -0.33271 -1.86617 0.12934
H 1.77068 -0.01814 1.11126
H 1.87453 -1.79035 1.89520
H 2.66210 -2.58713 0.13963
```

## Properties
LUMO energy (alpha / beta) = 3.4 / 3.3 eV
Relative energy (zero: lowest compared OMol25 entry of this formula, charge and spin) = 56.7 kcal/mol
Charge = -1
Multiplicity = 2
Calculated total energy = -402.23528 Eh